68
Properties=species:S:1:pos:R:3:forces:R:3 method="wB97M-V/def2-TZVPD" de_lowest_kj_mol=0.0 lumo_ev=-5.40 charge=+2 orbital_gap_ev=8.59
Hf -0.060068 -0.187382 -0.162671 -0.29 0.00 -0.34
C -2.402095 -0.371698 -2.630253 0.04 -0.01 -0.03
O -2.122305 -0.226426 -1.208589 -0.12 -0.01 -0.07
C -3.315570 0.225614 -0.536498 0.01 0.02 0.07
C -2.937787 1.151160 0.594807 0.02 0.00 -0.08
O -1.667720 0.727986 1.143044 -0.10 0.00 0.17
C -1.193272 1.688552 2.127764 0.05 0.00 0.00
C -0.387241 2.746905 1.414876 -0.06 -0.05 -0.02
O 0.523479 2.062742 0.555379 0.06 0.03 -0.02
C 1.577891 2.925538 0.071556 0.01 0.00 0.02
H -3.104113 -1.193217 -2.770854 0.00 0.00 0.00
H -2.824675 0.561434 -2.996436 0.00 0.01 0.01
H -1.466004 -0.554370 -3.135341 0.03 -0.03 -0.01
H -3.926154 0.782425 -1.245479 -0.02 0.00 0.00
H -3.884835 -0.638350 -0.201998 0.00 0.00 0.01
H -2.826061 2.170358 0.234156 0.02 0.00 0.00
H -3.683372 1.115311 1.389288 -0.03 0.00 0.00
H -2.048005 2.114230 2.651336 -0.01 0.02 0.00
H -0.589882 1.124233 2.830092 0.02 0.00 0.02
H -1.014869 3.411237 0.816387 0.01 0.01 -0.03
H 0.162796 3.349256 2.140839 0.00 -0.01 0.04
H 2.079421 3.381029 0.925471 0.00 -0.01 0.00
H 2.269185 2.311124 -0.494321 0.01 0.00 -0.01
H 1.158075 3.699355 -0.571154 -0.02 0.01 -0.01
F 1.592049 4.125137 -5.178607 0.01 -0.06 0.04
C 1.414492 3.098603 -4.343957 0.06 0.02 0.00
F 2.517084 3.007162 -3.575594 -0.06 0.02 -0.06
F 1.338784 1.983249 -5.083125 0.00 0.01 0.01
C 0.178404 3.295016 -3.493557 -0.04 -0.02 0.04
C -0.576709 4.442896 -3.650763 0.00 -0.01 0.00
C -1.689020 4.641617 -2.845972 -0.01 0.04 -0.02
C -1.985054 3.675663 -1.909612 0.00 -0.05 0.04
N -1.274027 2.552705 -1.741232 0.00 0.02 -0.04
C -0.212848 2.352378 -2.527195 0.06 0.05 0.03
S 0.713259 0.859276 -2.329888 0.08 0.03 -0.08
H -0.295482 5.176814 -4.393181 0.01 -0.01 0.00
H -2.303131 5.525228 -2.944839 0.01 -0.01 0.01
H -2.843419 3.803216 -1.255414 0.00 0.00 -0.01
C -0.346663 -2.448941 2.257979 -0.01 0.01 0.00
N -0.887411 -2.315307 0.879570 -0.03 -0.02 0.04
C -2.359369 -2.425156 1.006962 0.00 0.00 -0.01
C -0.426669 -3.489510 0.089078 0.00 -0.02 -0.01
C 0.932935 -3.235964 -0.502778 0.00 0.04 0.03
N 0.889896 -2.090110 -1.448641 0.08 -0.11 -0.06
C 2.299501 -1.871670 -1.902221 -0.04 0.01 0.00
C 0.151190 -2.513373 -2.666885 -0.02 0.03 0.02
H -0.734323 -3.360971 2.718518 -0.01 -0.01 -0.01
H -0.654743 -1.596508 2.859457 0.00 0.01 0.00
H 0.739415 -2.511088 2.245279 0.00 -0.01 -0.01
H -2.622630 -3.366129 1.496020 0.01 -0.01 0.00
H -2.815380 -2.413138 0.020422 0.01 0.00 0.00
H -2.742394 -1.605599 1.611476 0.00 -0.01 0.01
H -1.155522 -3.678369 -0.696982 -0.01 0.00 0.00
H -0.413224 -4.378506 0.724895 0.01 -0.01 0.01
H 1.291489 -4.127598 -1.023991 -0.01 -0.02 -0.01
H 1.663286 -3.006718 0.273915 0.01 0.01 0.00
H 2.669868 -2.793215 -2.356776 -0.01 -0.02 0.00
H 2.934284 -1.608499 -1.064763 0.00 0.00 0.02
H 2.333141 -1.082387 -2.646843 0.00 0.01 -0.01
H 0.577699 -3.443505 -3.050131 0.00 -0.01 0.00
H 0.257870 -1.746559 -3.429231 -0.01 0.01 0.00
H -0.904020 -2.675540 -2.462169 -0.01 0.02 0.00
C 1.942589 0.030290 2.889477 -0.08 0.04 0.03
C 1.244226 -0.170333 1.597447 0.25 0.02 0.33
O 1.908389 -0.484302 0.579845 0.09 0.05 -0.06
H 2.917319 -0.455386 2.912960 0.01 -0.02 -0.02
H 1.329461 -0.277759 3.736072 0.01 0.00 0.00
H 2.100890 1.111044 2.989573 0.01 -0.01 0.00


61
Properties=species:S:1:pos:R:3:forces:R:3 method="wB97M-V/def2-TZVPD" lumo_ev="-0.45 / -0.52" orbital_gap_ev="6.60 / 6.49"
C -2.111381 1.770088 2.005356 -0.38 1.90 0.23
C -1.805898 -1.465278 2.274127 -0.39 -1.53 0.46
H -1.339725 2.419705 2.438289 -0.14 -0.33 -0.19
H -2.707023 1.285552 2.788744 0.29 -0.13 -0.33
H -2.761847 2.364494 1.347642 0.18 -0.16 0.29
H -1.603263 -2.462411 1.859403 -0.04 0.24 0.14
H -1.229148 -1.314447 3.196439 0.00 0.26 -0.48
H -2.880402 -1.348315 2.459424 0.32 0.10 -0.15
C -1.086730 2.842225 -1.557278 0.21 -0.06 -0.61
C -0.746795 3.643626 -2.658097 -0.09 -0.55 0.09
C -0.533407 3.010056 -3.886996 -0.07 -0.15 0.35
C -0.683972 1.625498 -3.967063 -0.18 -0.29 0.54
H -1.257872 3.289852 -0.577790 0.06 -0.15 -0.17
H -0.651389 4.718457 -2.524711 -0.01 -0.22 -0.14
H -0.254641 3.575823 -4.775675 -0.08 -0.10 0.25
H -0.536671 1.087684 -4.899151 0.00 0.38 0.09
N -1.209348 1.515796 -1.630399 0.03 -0.05 -0.66
C -1.039531 0.891477 -2.814899 0.22 1.18 0.07
C -1.254591 -0.583263 -2.852770 -0.06 -1.28 0.00
N -1.689410 -1.177649 -1.722334 0.20 0.05 -0.67
C -1.932764 -2.488038 -1.717121 0.29 0.02 -0.48
C -1.235705 -2.728291 -3.999664 -0.04 0.29 0.35
C -1.706345 -3.319014 -2.823418 -0.01 0.42 0.09
H -2.295010 -2.909922 -0.776005 0.10 0.17 -0.21
H -1.879205 -4.391171 -2.727710 0.03 0.32 -0.16
C -1.017732 -1.347006 -4.017527 -0.17 0.25 0.59
H -0.662226 -0.833609 -4.905129 -0.05 -0.38 0.04
H -1.032117 -3.321452 -4.891420 -0.07 0.13 0.26
Hg -1.257042 0.088942 0.715903 -0.05 0.03 -0.53
C -3.381398 0.142798 0.224817 -0.88 -0.18 0.48
H -3.745267 -0.866045 0.000465 0.29 0.11 0.13
H -3.521050 0.766434 -0.663647 0.37 -0.04 0.23
H -3.956960 0.560466 1.058516 0.13 -0.24 -0.26
C 1.843342 -2.246391 2.405919 0.22 -0.23 0.04
Si 1.811325 -1.548335 0.656537 -0.15 0.35 0.02
C 3.558284 -1.355190 -0.035005 0.15 -0.07 0.02
C 1.087246 -2.894358 -0.432899 -0.15 -0.22 -0.13
C 0.928673 0.106137 0.612408 0.21 0.01 0.24
Si 1.591532 1.289526 1.918122 -0.20 -0.41 -0.27
C 3.453649 1.168812 2.206710 0.14 0.20 0.04
C 1.291951 3.052149 1.335427 0.05 0.28 0.13
C 0.828041 0.994363 3.615213 -0.02 0.17 0.17
H 2.319107 -3.238360 2.364402 -0.09 0.18 0.08
H 0.833239 -2.384444 2.810328 0.16 0.06 -0.11
H 2.416581 -1.636330 3.114778 -0.11 -0.10 -0.15
H 4.033447 -2.343848 -0.105223 -0.04 0.18 0.00
H 3.505676 -0.944341 -1.053542 0.00 -0.07 0.17
H 4.209692 -0.704325 0.557016 -0.13 -0.16 -0.15
H 0.127544 -3.273073 -0.062358 0.12 0.08 -0.05
H 0.938723 -2.538369 -1.459369 0.00 -0.03 0.09
H 1.782575 -3.746572 -0.480342 -0.14 0.19 0.05
H 1.113542 0.574001 -0.377623 -0.06 -0.15 0.32
H 4.014632 1.422782 1.298262 -0.05 -0.03 0.17
H 3.719165 1.902570 2.983229 0.01 -0.14 -0.16
H 3.792285 0.184579 2.550779 -0.11 0.18 -0.04
H 0.229740 3.306008 1.237582 0.21 -0.08 0.05
H 1.747619 3.750439 2.054461 -0.13 -0.05 -0.22
H 1.766285 3.215124 0.357373 -0.05 -0.04 0.19
H -0.247478 1.196488 3.648634 0.26 -0.09 0.02
H 0.988801 -0.029519 3.974777 0.02 0.18 -0.12
H 1.320626 1.677392 4.324077 -0.13 -0.16 -0.06


70
Properties=species:S:1:pos:R:3:forces:R:3 method="wB97M-V/def2-TZVPD" de_lowest_kj_mol=6.9 lumo_ev="0.08 / 0.05" orbital_gap_ev="7.42 / 7.98" multiplicity=2
Ir -2.074947 0.187723 0.010528 0.10 0.22 -0.19
C 3.678572 -1.153473 0.620115 -0.05 -0.02 0.08
N 2.583657 -0.223863 0.391460 0.12 -0.06 -0.23
C 2.948379 1.193052 0.452341 -0.09 -0.18 -0.01
P 1.197564 -0.583047 -0.384146 0.06 -0.03 0.16
O 0.059657 0.204254 0.146969 0.02 0.23 0.03
O 1.010857 -2.160721 -0.073062 -0.13 -0.03 0.12
P -0.439253 -2.782243 0.392957 0.14 -0.07 0.01
O -1.533230 -2.134845 -0.373034 -0.15 0.09 0.31
N -0.464017 -2.606685 2.016227 0.12 0.25 -0.11
C 0.678974 -2.104149 2.773864 -0.02 0.03 0.02
C -1.764557 -2.344685 2.653349 -0.02 -0.11 0.08
N -0.320352 -4.372898 0.045715 -0.07 0.00 -0.04
C -0.573258 -4.812165 -1.323461 0.01 -0.01 0.01
C 0.577338 -5.230322 0.804016 -0.01 -0.02 0.01
N 1.379160 -0.425312 -2.009198 0.02 -0.09 0.01
C 2.581843 -0.988311 -2.617817 0.00 0.05 -0.01
C 0.197307 -0.591982 -2.861946 0.03 0.02 0.03
H 4.520409 -0.952324 -0.049902 0.00 0.00 -0.01
H 3.350892 -2.180036 0.475570 0.01 0.00 -0.02
H 4.034813 -1.045367 1.647096 0.00 0.00 0.00
H 3.637407 1.462899 -0.354476 0.01 0.00 -0.01
H 3.428973 1.393901 1.410784 -0.01 0.00 0.00
H 2.056421 1.812669 0.386827 0.15 -0.29 -0.06
H 1.615660 -2.449697 2.340819 -0.02 0.00 0.00
H 0.613214 -2.488937 3.792250 0.00 0.00 0.00
H 0.687512 -1.010382 2.812071 0.00 0.00 0.00
H -2.567058 -2.819653 2.091528 0.01 0.03 -0.03
H -1.969852 -1.274500 2.734413 0.02 0.03 -0.05
H -1.748139 -2.772027 3.656666 -0.01 -0.05 -0.02
H -1.286673 -4.142970 -1.797415 0.00 0.00 0.00
H -1.000997 -5.815108 -1.299224 0.00 0.00 -0.01
H 0.349112 -4.841958 -1.914245 0.00 0.00 0.00
H 0.613237 -4.908304 1.842663 0.01 0.01 -0.01
H 1.591463 -5.227361 0.388412 0.00 0.00 0.00
H 0.198337 -6.252672 0.779062 0.00 0.00 -0.01
H 3.455441 -0.800828 -1.998498 0.00 0.02 0.02
H 2.744884 -0.505333 -3.581452 -0.01 -0.01 -0.01
H 2.486037 -2.067612 -2.782526 0.01 0.00 0.00
H -0.671078 -0.124352 -2.404567 -0.01 0.01 0.02
H -0.027252 -1.650384 -3.031831 0.01 0.00 -0.02
H 0.395469 -0.113342 -3.821580 -0.02 0.00 0.00
O -4.546751 1.995499 2.522126 0.02 -0.03 -0.06
C -3.977835 1.138942 1.889541 -0.13 -0.11 0.39
O -2.696484 0.870382 1.973811 0.37 -0.41 -0.31
C -4.744476 0.201285 0.921618 0.11 0.12 -0.67
O -5.902674 -0.085936 1.055733 -0.07 0.00 0.19
O -4.005254 -0.240629 -0.092288 -0.21 0.20 0.15
C -2.457451 4.106118 -0.881272 0.06 0.00 -0.01
C -1.420005 2.988516 -1.164466 -0.06 -0.02 -0.10
C -1.031164 3.038650 -2.653375 0.01 0.07 0.00
C -2.193303 1.703486 -0.997723 -0.06 -0.31 -0.04
C -0.232802 3.227407 -0.242179 0.04 0.01 -0.03
C -0.330494 2.953311 1.121726 0.00 0.16 0.08
C 0.705032 3.280595 1.984825 -0.08 0.05 0.04
C 1.852722 3.903775 1.512474 -0.08 0.24 -0.01
C 1.956118 4.191419 0.160475 -0.04 0.18 0.09
C 0.923438 3.852343 -0.706440 0.01 -0.01 0.01
H -3.280389 4.063344 -1.596935 0.00 -0.02 0.01
H -1.968914 5.078276 -0.965429 -0.01 0.01 0.00
H -2.866001 4.011291 0.125812 0.01 0.00 0.00
H -1.871903 2.724703 -3.274150 0.00 -0.01 0.01
H -0.180459 2.387452 -2.862492 -0.02 -0.01 0.00
H -0.773050 4.055126 -2.954283 0.02 0.00 0.02
H -3.083737 1.742421 -1.642363 -0.11 0.01 0.16
H -1.227359 2.500383 1.527150 0.00 -0.07 -0.01
H 0.599551 3.059144 3.039757 0.01 0.00 0.00
H 2.652701 4.169073 2.192344 0.00 0.00 0.00
H 2.837063 4.688237 -0.227116 0.01 -0.01 0.00
H 1.031935 4.098723 -1.754211 -0.01 -0.02 0.01


Number 1: strongest force on any atom 0.0087 Eh/bohr. Number 2: strongest force on any atom 0.0379 Eh/bohr. Number 3: strongest force on any atom 0.0133 Eh/bohr.